(1)
100
Properties=species:S:1:pos:R:3:forces:R:3:lowdin_charge:R:1 method="wB97M-V/def2-TZVPD" energy_ha=-2623.85675 total_charge=-2 homo_energy_ev=0.7 homo_lumo_gap_ha=0.101 de_lowest_kcal_mol=0.0
N 0.1909 0.1695 -0.0029 2.7 6.8 -10.9 0.36
H 0.1893 1.1986 0.0909 -0.7 -0.4 0.8 0.13
H 1.1773 0.0579 -0.1622 0.6 -0.9 -0.2 0.10
H -0.4190 -0.1936 -0.7146 0.0 0.0 -0.9 0.11
H 0.0320 -0.2316 0.7264 -2.5 -5.5 12.4 -0.07
P 1.2964 0.4524 2.9012 -3.3 6.7 0.7 -0.35
O 1.6652 0.5602 4.3067 2.3 -0.5 4.6 -0.41
O -0.2356 0.5137 2.8648 -2.9 -1.0 -1.1 -0.45
O 1.8082 -0.6594 2.1570 2.7 -6.9 -4.2 -0.38
O 1.7288 1.7528 2.1393 0.9 1.1 -1.7 -0.51
O -2.0451 2.5612 -0.7244 -2.0 1.5 2.0 0.02
C -2.5244 3.0810 0.2891 1.4 -3.8 1.4 -0.45
O -3.5534 3.9248 0.3355 -0.8 -0.3 -0.7 0.00
C -3.8167 4.5328 -0.9401 3.4 2.8 1.3 -0.22
C -5.0358 5.4012 -0.9184 3.6 5.1 3.8 -0.05
C -2.0483 2.6308 1.6917 -0.1 4.4 -3.3 0.06
H -3.7504 3.8740 -1.7435 -0.7 -1.7 -1.2 0.08
H -2.7823 5.0275 -1.0184 -1.8 0.5 -0.7 0.16
H -5.8187 4.8293 -0.9490 -4.8 -3.1 0.2 0.00
H -5.1496 6.1538 -1.6439 0.5 0.4 -1.8 0.04
H -5.1413 6.2673 0.0441 0.6 -3.2 -2.1 0.17
H -2.6308 3.3381 2.2397 0.7 0.5 1.7 0.08
H -0.9641 2.5886 1.6348 0.4 0.4 1.0 0.08
H -2.3219 1.6992 1.9202 -1.1 -3.9 0.7 0.02
O -1.7043 -3.3255 6.5843 0.4 -0.3 -0.8 0.04
C -1.0575 -2.9323 5.6293 -0.7 -0.5 -0.9 -0.48
O -1.4857 -3.2870 4.3636 -0.1 -2.9 1.9 -0.04
C -1.1723 -2.5121 3.2140 5.0 -3.4 -2.6 -0.23
C -1.8724 -2.9381 1.9297 0.3 0.8 -0.7 -0.05
C 0.0718 -1.9729 5.7574 -2.1 -0.3 3.1 0.02
H 0.0000 -2.5097 2.9851 -2.5 0.8 1.0 0.15
H -1.6235 -1.7448 3.5924 -1.3 6.3 0.3 0.04
H -1.8406 -2.0649 1.0866 -0.4 -2.4 2.3 0.12
H -2.8104 -3.2879 2.2687 -2.2 0.8 0.0 0.05
H -1.6226 -3.9206 1.5415 1.4 0.1 -0.4 0.04
H 1.0662 -2.2200 5.7787 2.3 -1.2 -1.4 0.07
H 0.0071 -1.6920 6.8180 -0.4 0.2 0.0 0.09
H -0.1308 -1.1075 5.2374 0.1 2.1 -1.8 0.05
O 6.5951 0.3324 -0.2200 -1.8 -0.5 0.6 0.00
C 5.6557 0.1742 0.5979 3.3 1.0 -3.4 -0.56
O 6.0184 0.2617 1.8270 0.1 0.6 1.6 0.02
C 5.0448 0.5161 2.7941 -4.0 -2.3 4.2 -0.27
C 5.7389 0.7177 4.1358 0.0 5.9 0.2 -0.10
C 4.2942 -0.1060 0.1758 -1.9 1.7 -2.7 0.00
H 4.3422 -0.4715 3.0063 1.5 2.4 -1.0 0.17
H 4.2792 1.3296 2.7438 0.6 -0.4 -1.4 0.12
H 6.1497 -0.1526 4.4221 1.9 -3.0 1.3 -0.01
H 5.0972 1.1434 5.0460 0.8 -1.1 -2.4 0.12
H 6.6000 1.5798 3.9788 -1.8 -2.2 0.5 0.11
H 3.9125 -1.0332 0.5929 -0.3 -0.1 -0.4 0.08
H 4.2394 0.1623 -0.9639 0.6 -1.9 1.6 0.11
H 3.5222 0.6620 0.3713 0.4 -0.1 1.7 0.08
O 1.1074 0.6275 -2.7179 4.2 -0.3 0.3 0.03
C 2.3088 0.9985 -2.7402 -3.6 3.5 -0.8 -0.48
O 3.3304 0.3968 -3.2714 0.2 1.5 -0.3 -0.01
C 3.0356 -0.9257 -3.5748 1.5 -1.4 -2.1 -0.20
C 4.3916 -1.4870 -4.0585 -0.6 -1.6 2.7 -0.04
C 2.7025 2.4262 -2.3381 -6.0 0.6 -0.3 0.05
H 2.2581 -0.9583 -4.4112 0.7 -0.3 1.6 0.16
H 2.8101 -1.2224 -2.5962 -1.4 -2.1 0.7 0.09
H 4.3365 -2.4166 -4.5929 -0.4 -0.8 0.2 0.06
H 5.2040 -1.5344 -3.2775 -1.2 0.0 -0.5 0.11
H 4.7199 -0.8582 -4.7692 1.3 2.6 -2.5 0.02
H 1.9236 3.3580 -2.4696 1.0 -3.0 0.2 0.14
H 3.5092 2.9008 -2.6298 4.6 1.1 -2.5 0.01
H 2.8547 2.4146 -1.3341 0.1 -0.2 3.5 0.04
O 0.6336 -2.6115 -1.4490 0.1 -2.0 1.7 0.06
C 0.7489 -3.4321 -0.5236 -1.2 1.8 -1.6 -0.45
O -0.1304 -4.4979 -0.3835 2.6 0.8 0.1 -0.07
C -1.1638 -4.6600 -1.3272 -2.0 -1.9 3.3 -0.24
C -1.8396 -6.0205 -0.8617 0.2 0.8 1.2 -0.08
C 1.8136 -3.3573 0.5227 -2.1 -4.0 1.4 0.02
H -0.8770 -4.8781 -2.3010 0.8 0.7 -1.9 0.10
H -1.8511 -3.8990 -1.0738 -0.8 1.3 -1.0 0.09
H -0.9103 -6.6260 -0.8162 -1.1 -0.8 -0.6 0.06
H -2.7383 -6.3036 -1.5448 1.9 0.1 1.3 0.09
H -2.1174 -5.9909 0.2738 0.0 0.3 -2.2 0.09
H 1.4891 -3.0304 1.5457 -0.2 -0.4 -0.8 0.09
H 2.5386 -2.6841 0.3280 2.3 2.1 -1.2 0.01
H 2.2113 -4.4320 0.5356 -0.2 1.5 0.4 0.11
C -2.6618 3.5604 -4.6647 4.5 -3.0 -1.4 -0.01
C -2.0936 2.3589 -3.8981 -0.8 -3.5 -0.9 -0.32
O -2.6531 1.1797 -4.0638 3.3 5.9 -0.3 -0.07
C -0.8890 2.6140 -2.9889 -0.7 2.1 -6.4 -0.01
H -3.4348 3.1959 -5.1764 -3.5 -1.2 -2.0 0.03
H -1.9243 3.9021 -5.4376 -0.3 -0.2 0.8 0.11
H -2.8969 4.3138 -4.0715 -1.0 3.5 2.8 0.02
H -0.3962 1.7272 -2.8945 2.0 -1.9 -0.4 0.02
H -1.2608 2.6791 -2.0818 -1.5 1.2 3.7 -0.04
H -0.3387 3.5610 -3.3110 -0.5 -1.5 0.4 0.12
C -3.9992 0.2455 -2.2052 -1.6 4.0 1.2 -0.06
C -3.6655 -0.4622 -0.9793 3.8 -2.7 2.8 -0.36
O -2.7518 -1.3816 -0.9510 -3.8 3.5 -0.4 -0.02
C -4.3789 -0.0194 0.3663 1.0 0.2 -3.6 0.02
H -4.9911 0.7728 -2.0578 0.1 -1.5 -0.5 0.10
H -3.8661 -0.3795 -3.0315 -0.1 -0.6 -1.3 0.06
H -3.5144 1.3117 -2.4400 -0.2 -3.0 1.4 0.11
H -5.3460 -0.3981 0.3818 -1.8 -1.1 0.0 0.05
H -4.5231 1.0282 0.3088 0.0 1.3 -0.1 0.05
H -3.8798 -0.2363 1.2338 1.5 -0.9 1.9 0.05


(2)
103
Properties=species:S:1:pos:R:3:forces:R:3:lowdin_charge:R:1 method="wB97M-V/def2-TZVPD" energy_ha=-6546.14340 homo_energy_ev=-9.2 homo_lumo_gap_ha=0.266
C 5.6720 -3.4926 -1.6623 0.6 0.1 0.3 -0.11
C 6.7554 -2.4297 -1.2840 0.2 -0.9 0.0 -0.27
C 7.3138 -1.6277 -2.5009 -0.4 -0.4 0.3 -0.22
C 6.3930 -0.4724 -3.0206 0.8 0.1 0.1 -0.22
C 5.7386 0.3854 -1.8966 -0.7 -0.4 -1.2 -0.21
C 4.7240 1.4544 -2.4543 0.5 0.5 1.2 -0.20
C 3.5147 1.6679 -1.4651 -0.7 -0.4 -0.5 -0.21
C 2.1276 1.5440 -2.1817 0.2 0.9 0.9 -0.23
C 0.9226 1.9138 -1.2502 0.0 -0.8 -1.0 -0.21
C -0.4042 1.7578 -2.0902 0.0 1.1 0.7 -0.20
C -1.6583 1.4954 -1.1882 1.1 0.2 0.5 -0.21
C -1.9686 -0.0203 -0.9579 -0.7 0.6 0.1 -0.12
B -3.0038 -0.6637 -1.9774 0.1 0.4 0.1 -0.34
C -3.7298 -2.0671 -1.6283 0.0 1.5 -0.6 -0.08
C -4.7395 -1.9928 -0.4611 1.3 -0.3 -1.4 -0.78
O -5.1126 -2.9838 0.0191 -1.0 -1.4 1.2 0.06
Br -5.4599 -0.3158 0.2423 0.2 0.3 -0.4 0.81
C -3.3580 -0.0031 -3.4091 0.0 0.2 -0.2 -0.55
Cl -4.2724 1.5204 -3.6010 0.7 -1.0 0.6 0.69
C -2.9438 -0.6249 -4.5173 -0.3 0.1 -0.3 -0.70
C -2.1708 -1.9501 -4.5194 -0.1 0.0 -0.9 -0.09
Cl -3.3316 0.1089 -6.1087 0.5 -0.9 0.8 0.60
H 5.5077 -4.1885 -0.8091 0.0 0.6 -0.4 0.04
H 4.7166 -3.0084 -1.9517 0.5 -0.4 0.0 0.07
H 6.0946 -4.1239 -2.4762 -0.6 0.5 0.2 0.07
H 7.6149 -3.0048 -0.8639 -0.6 0.4 -0.2 0.11
H 6.3778 -1.8037 -0.4522 0.3 -0.1 -0.5 0.09
H 8.3408 -1.2958 -2.2333 -0.7 0.2 -0.2 0.10
H 7.4443 -2.3673 -3.3277 0.0 0.5 0.5 0.10
H 7.0432 0.2032 -3.6280 -0.6 -0.4 0.2 0.11
H 5.6526 -0.9187 -3.7206 0.2 0.4 0.6 0.11
H 5.1473 -0.2915 -1.2413 0.7 0.5 -0.2 0.09
H 6.5545 0.8955 -1.3478 -0.6 -0.4 0.1 0.12
H 4.3904 1.2445 -3.4904 0.1 -0.1 0.6 0.10
H 5.2741 2.4202 -2.4820 -0.3 -0.5 -0.3 0.10
H 3.5459 2.6630 -0.9710 0.1 -0.5 -0.3 0.11
H 3.5170 0.9097 -0.6507 0.2 0.4 -0.4 0.10
H 1.9747 0.5171 -2.5749 0.2 0.6 0.0 0.11
H 2.1335 2.3091 -2.9958 -0.1 -0.8 0.2 0.12
H 1.0729 2.9557 -0.9035 -0.3 -0.5 -0.1 0.12
H 0.8641 1.2615 -0.3500 0.2 0.3 -0.5 0.11
H -0.2543 0.9984 -2.8864 -0.3 0.3 0.4 0.10
H -0.5554 2.7459 -2.5861 0.0 -0.8 0.0 0.12
H -1.4029 1.9235 -0.1873 -0.3 -0.2 -0.7 0.09
H -2.5112 2.0944 -1.5596 0.2 -0.7 0.1 0.08
H -2.4198 -0.1041 0.0665 0.3 -0.2 -0.6 0.09
H -1.0187 -0.6105 -0.8921 -0.6 0.3 -0.2 0.13
H -4.3066 -2.3979 -2.5235 0.2 0.0 0.8 0.12
H -2.9564 -2.8234 -1.3872 -0.6 0.2 0.1 0.13
H -1.7661 -2.0916 -5.5442 -0.1 0.0 0.7 0.07
H -2.8255 -2.8291 -4.3219 0.3 0.7 0.0 0.09
H -1.3110 -1.9689 -3.8211 -0.5 0.2 -0.2 0.09
C -0.8674 2.9797 6.0092 0.3 -0.1 0.3 -0.12
O -0.5500 2.6578 4.6512 -1.9 -2.3 0.5 -0.24
P -1.7676 2.4153 3.5087 2.3 6.1 -4.9 0.63
O -0.8863 2.5520 2.3097 -0.2 -1.1 0.7 -0.27
O -2.5044 3.8224 3.9005 -0.7 -0.8 0.3 -0.30
C -1.8443 5.0572 3.6299 0.2 0.3 0.3 -0.09
O -3.1428 1.9218 2.6620 0.6 -1.9 2.9 -0.26
C -4.2670 1.4871 3.4455 -0.3 0.0 0.0 -0.14
H -0.2824 2.3368 6.6672 -0.1 0.0 0.0 0.09
H -0.5705 4.0131 6.1951 -0.1 0.0 -0.1 0.09
H -1.9259 2.8578 6.2286 0.0 0.1 0.0 0.08
H -0.8339 4.9168 3.2485 0.0 -0.2 0.0 0.09
H -1.8005 5.6371 4.5534 0.0 0.0 0.0 0.08
H -2.4332 5.6114 2.8966 0.0 -0.1 0.0 0.09
H -4.6282 2.2910 4.0913 0.0 0.0 0.0 0.09
H -3.9891 0.6225 4.0511 -0.2 -0.1 0.0 0.08
H -5.0661 1.1980 2.7630 0.2 0.0 0.0 0.03
C -6.3190 2.9192 -1.6025 -0.2 -0.2 -0.2 -0.18
O -5.6339 4.1718 -1.7133 -2.9 1.1 -0.5 -0.24
P -6.1184 5.5035 -0.7972 7.1 0.9 3.9 0.63
O -4.8636 6.2907 -0.9857 -1.0 0.0 -0.8 -0.27
O -6.1042 4.6261 0.5816 -1.1 0.3 0.0 -0.28
C -4.8673 4.1296 1.0809 0.2 -0.4 0.0 -0.09
O -6.9864 6.7287 -0.0199 -1.9 -1.7 -2.5 -0.23
C -8.3775 6.4690 0.2182 -0.2 0.0 0.2 -0.13
H -6.5350 2.5480 -2.6027 -0.1 0.1 0.1 0.05
H -5.6545 2.2073 -1.1156 0.0 0.1 0.1 0.01
H -7.2465 3.0037 -1.0382 0.0 -0.1 0.1 0.08
H -4.0321 4.3290 0.4100 -0.1 0.1 -0.1 0.10
H -4.9592 3.0529 1.2226 0.0 0.0 0.0 0.06
H -4.6728 4.5939 2.0491 0.0 0.0 -0.1 0.09
H -8.5025 5.5949 0.8618 0.0 0.0 0.0 0.08
H -8.9009 6.3098 -0.7267 -0.1 0.1 0.1 0.08
H -8.8067 7.3368 0.7161 0.1 0.0 0.0 0.09
C 4.1185 -8.4745 0.9921 0.0 -0.3 -0.3 -0.12
O 4.8638 -7.2562 0.9029 -3.0 1.0 -0.2 -0.24
P 4.5245 -5.9489 1.9227 7.9 0.3 3.4 0.64
O 5.8213 -5.2544 1.6487 -1.0 0.1 -0.8 -0.27
O 4.6067 -6.8918 3.2585 -1.2 0.2 0.0 -0.29
C 5.8435 -7.5021 3.6091 0.1 -0.5 0.0 -0.10
O 3.8939 -4.6838 2.8545 -2.5 -1.4 -2.2 -0.23
C 2.5200 -4.8078 3.2520 -0.2 0.1 0.2 -0.13
H 3.8155 -8.7741 -0.0114 0.0 0.1 0.0 0.08
H 4.7742 -9.2496 1.3925 0.0 0.1 0.1 0.09
H 3.2382 -8.3777 1.6240 0.0 -0.1 0.1 0.08
H 6.6201 -7.3326 2.8643 -0.1 0.1 -0.1 0.09
H 5.6825 -8.5761 3.7196 0.0 0.0 0.0 0.08
H 6.1685 -7.0966 4.5688 -0.1 0.1 -0.1 0.09
H 2.3751 -5.6983 3.8682 0.0 0.0 0.0 0.08
H 1.8738 -4.8573 2.3733 -0.1 0.1 0.1 0.08
H 2.2530 -3.9286 3.8357 0.1 0.0 -0.1 0.09